Computed, not measured: the molecule C15H12N2O4 at a distorted geometry, with ωB97M-V/def2-TZVPD.

Each atom is followed by the atoms it is bonded to, with distances in Å.
CARTESIAN COORDINATES (ANGSTROEM)
1 C -3.259 -3.213 -0.372  H2 1.092, H3 1.092, H4 1.087, O5 1.419
2 H -3.214 -3.575 0.657  C1 1.092
3 H -4.295 -3.258 -0.714  C1 1.092
4 H -2.617 -3.808 -1.016  C1 1.087
5 O -2.772 -1.882 -0.449  C1 1.419, C6 1.341
6 C -3.428 -0.981 0.296  O5 1.341, O7 1.208, C8 1.462
7 O -4.375 -1.246 0.997  C6 1.208
8 C -2.862 0.360 0.161  C6 1.462, C9 1.375, O12 1.352
9 C -3.232 1.530 0.781  C8 1.375, C10 1.406, H33 1.070
10 C -2.350 2.519 0.309  C9 1.406, C11 1.371, H32 1.070
11 C -1.506 1.886 -0.566  C10 1.371, O12 1.338, C13 1.495
12 O -1.815 0.587 -0.663  C8 1.352, C11 1.338
13 C -0.370 2.410 -1.385  C11 1.495, H14 1.096, H15 1.095, O16 1.419
14 H -0.057 3.375 -0.972  C13 1.096
15 H -0.663 2.531 -2.433  C13 1.095
16 O 0.729 1.513 -1.428  C13 1.419, C17 1.335
17 C 1.226 1.133 -0.249  O16 1.335, N18 1.310, C26 1.426
18 N 0.726 1.628 0.857  C17 1.310, C19 1.342
19 C 1.255 1.201 2.014  N18 1.342, N20 1.295, H31 1.082
20 N 2.217 0.348 2.169  C19 1.295, C21 1.356
21 C 2.764 -0.177 1.046  N20 1.356, C22 1.407, C26 1.418
22 C 3.816 -1.105 1.146  C21 1.407, C23 1.369, H30 1.078
23 C 4.368 -1.637 0.011  C22 1.369, C24 1.403, H29 1.080
24 C 3.898 -1.272 -1.259  C23 1.403, C25 1.370, H28 1.080
25 C 2.875 -0.371 -1.391  C24 1.370, C26 1.404, H27 1.079
26 C 2.295 0.189 -0.242  C17 1.426, C21 1.418, C25 1.404
27 H 2.500 -0.078 -2.359  C25 1.079
28 H 4.352 -1.709 -2.137  C24 1.080
29 H 5.176 -2.349 0.088  C23 1.080
30 H 4.164 -1.375 2.131  C22 1.078
31 H 0.815 1.628 2.906  C19 1.082
32 H -2.330 3.553 0.581  C10 1.070
33 H -4.031 1.642 1.485  C9 1.070

The calculation puts the HOMO-LUMO gap at 8.9 eV. The calculation puts the relative energy (zero: lowest compared OMol25 entry of this formula, charge and spin) at 0.0 kJ/mol. The value obtained for the molecular weight is 284.3 g/mol. As for the LUMO energy: 0.2 eV. The structure (SMILES) is COC(=O)c1ccc(COc2ncnc3ccccc23)o1.